Record 1
{
  "formula": "C2H12O4",
  "method": "ωB97M-V with the def2-TZVPD basis set",
  "e_tot_ha": -384.31574,
  "smiles": "CO.CO.O.O",
  "homo_lumo_gap_ev": 10.70,
  "lumo_ha": 0.00898,
  "total_charge": 0,
  "species": ["C", "O", "H", "H", "H", "H", "C", "O", "H", "H", "H", "H", "O", "H", "H", "O", "H", "H"],
  "coordinates": [[0.4099, -1.1368, 0.2439], [0.9065, -1.4520, -1.0399], [-0.4498, -1.7654, 0.5145], [1.1945, -1.3058, 0.9761], [0.0603, -0.1007, 0.3146], [0.2417, -1.1932, -1.6893], [-0.6712, 3.1240, 2.3440], [0.2103, 4.0581, 1.7557], [-1.5423, 3.6125, 2.7996], [-0.9785, 2.3508, 1.6380], [-0.1635, 2.6500, 3.1841], [-0.1363, 4.3492, 0.9080], [1.8842, -4.1499, -0.5457], [2.4394, -4.2680, -1.3202], [1.3380, -3.3807, -0.7596], [-1.2338, -0.6228, -3.0351], [-1.4129, 0.1987, -3.5003], [-2.0966, -0.9680, -2.7884]],
  "atomic_forces_ev_per_a": [[-0.5893, 0.0745, 0.2927], [0.0335, -0.0822, -0.0620], [0.1374, -0.0687, -0.0160], [0.0908, 0.0232, -0.0625], [0.2368, 0.0301, -0.0421], [-0.0372, 0.0547, -0.1738], [-0.2002, 0.0770, 0.4156], [0.2419, 0.0665, -0.0105], [-0.0957, -0.0302, -0.3434], [-0.1130, -0.0222, 0.0399], [0.2527, -0.0443, -0.1989], [-0.0849, -0.0514, 0.0963], [-0.1174, -0.1637, 0.0644], [0.0374, 0.0129, -0.0097], [0.1609, 0.1843, -0.0865], [0.0435, -0.0826, 0.1371], [0.0477, 0.0520, -0.0165], [-0.0451, -0.0299, -0.0240]],
  "lowdin_charge": [-0.156, -0.134, 0.083, 0.085, 0.070, 0.039, -0.174, -0.120, 0.075, 0.067, 0.077, 0.073, -0.071, 0.029, -0.009, -0.036, 0.050, 0.051]
}

Record 2
{
  "formula": "C2H12O4",
  "method": "ωB97M-V with the def2-TZVPD basis set",
  "e_tot_ha": -383.94519,
  "homo_lumo_gap_ev": [11.51, 4.65],
  "lumo_ha": [-0.11548, -0.36745],
  "multiplicity": 2,
  "total_charge": 1,
  "species": ["C", "O", "C", "H", "H", "H", "H", "H", "H", "H", "H", "O", "H", "H", "O", "H", "H", "O"],
  "coordinates": [[1.4156, 2.0688, 0.9700], [1.4265, 0.9093, 0.2652], [-0.0854, 2.3832, 1.4387], [2.0332, 2.8182, 0.4284], [1.9303, 2.0858, 1.9311], [0.5978, 0.4606, 0.0571], [-0.9090, 2.2681, 0.7114], [-0.2018, 3.4546, 1.6652], [-0.3406, 1.8485, 2.3474], [1.0032, -2.4165, -0.8060], [2.1348, -1.4113, -0.3938], [1.6626, -2.1628, -0.0725], [-1.1980, -4.0379, -1.8278], [-2.0145, -3.1599, -0.6767], [-1.4749, -3.1217, -1.5353], [-2.7739, -0.4333, -1.5177], [-1.4175, -1.1442, -1.7539], [-1.7885, -0.4096, -1.2308]],
  "atomic_forces_ev_per_a": [[-4.7277, 0.0618, -0.2529], [2.5167, 0.5072, -0.2806], [0.5082, 1.4892, -0.4031], [0.0833, -0.1759, -0.1598], [0.9856, -0.6274, 0.6690], [-1.2499, -0.3220, 0.3488], [0.8403, -0.6757, -0.2597], [0.5603, -0.2332, 0.2268], [0.1669, -0.2395, 0.0475], [1.4367, 0.5241, 1.6072], [0.7345, 0.5444, -0.6168], [-2.2389, -0.9577, -1.0604], [-0.8133, 1.4533, 0.8580], [1.3104, -0.4071, -1.9699], [-0.2857, -1.1463, 1.0733], [2.5190, 0.2348, 0.7982], [-0.1996, 0.0997, 0.2843], [-2.1469, -0.1298, -0.9099]],
  "lowdin_charge": [-0.127, 0.231, -0.004, 0.195, 0.195, 0.145, 0.100, 0.098, 0.093, 0.076, -0.003, -0.048, 0.089, 0.100, -0.114, 0.100, -0.003, -0.123]
}

Record 3
{
  "formula": "C2H12O5",
  "method": "ωB97M-V with the def2-TZVPD basis set",
  "e_tot_ha": -459.55374,
  "smiles": "OCCO.O.O.O",
  "homo_lumo_gap_ev": 10.72,
  "lumo_ha": 0.02338,
  "total_charge": 0,
  "species": ["O", "C", "C", "O", "H", "H", "H", "H", "H", "H", "O", "H", "H", "O", "H", "H", "O", "H", "H"],
  "coordinates": [[1.1308, -2.5560, 0.0636], [0.5688, -3.3498, -1.0212], [-0.6391, -2.6024, -1.4556], [-0.2819, -1.5737, -2.3184], [1.3832, -1.6848, -0.2510], [1.2129, -3.5907, -1.8669], [0.1783, -4.3196, -0.7126], [-1.2298, -2.1805, -0.6426], [-1.3091, -3.2683, -1.9995], [-0.2055, -1.8903, -3.2215], [3.0490, 4.7828, 1.1346], [2.3746, 4.2259, 0.7457], [3.4758, 5.2007, 0.3866], [0.3525, 1.7581, 0.5503], [-0.3110, 1.7353, 1.2398], [-0.0872, 1.3942, -0.2181], [-2.9876, 2.4044, 2.9885], [-3.6939, 2.1534, 3.5838], [-2.9806, 3.3613, 3.0145]],
  "atomic_forces_ev_per_a": [[0.3852, -1.7340, -0.3739], [-0.7060, 0.7916, 1.3271], [-0.9863, -0.8406, -1.3265], [0.2231, 1.8525, -0.6329], [-0.0540, 0.0148, -0.4089], [0.4433, 0.4969, 0.0445], [0.5611, -0.0227, 1.0535], [0.3804, -0.0725, 0.2341], [-0.2682, -0.3549, 0.0154], [0.0178, -0.0879, 0.1065], [0.0789, 0.1020, 0.2080], [-0.2495, -0.2758, -0.0500], [0.1303, 0.1155, -0.1504], [0.3010, 0.1364, -0.0374], [-0.2061, -0.0039, 0.2750], [-0.1026, -0.1127, -0.2458], [0.1701, -0.1368, -0.1677], [-0.1600, -0.1282, 0.1462], [0.0414, 0.2602, -0.0169]],
  "lowdin_charge": [-0.063, -0.222, -0.299, -0.063, 0.077, 0.119, 0.117, 0.129, 0.115, 0.090, -0.054, 0.020, 0.027, -0.049, 0.025, 0.026, -0.054, 0.029, 0.030]
}

Record 4
{
  "formula": "C2H12O5",
  "method": "ωB97M-V with the def2-TZVPD basis set",
  "e_tot_ha": -459.55890,
  "smiles": "C=CO.O.O.O.O",
  "homo_lumo_gap_ev": 9.19,
  "lumo_ha": 0.02033,
  "total_charge": 0,
  "species": ["C", "C", "O", "H", "H", "H", "H", "O", "H", "H", "O", "H", "H", "O", "H", "H", "O", "H", "H"],
  "coordinates": [[-2.1294, 0.4222, -1.5609], [-2.1701, -0.2942, -0.4443], [-1.5858, 0.0401, 0.7627], [-2.2230, -0.1538, -2.4739], [-1.9188, 1.4801, -1.5443], [-2.6527, -1.2454, -0.2535], [-0.9176, 0.7167, 0.5879], [0.8644, 1.1924, 0.1755], [1.6551, 1.0944, 0.7134], [1.1379, 1.0028, -0.7297], [2.2495, -0.3213, 2.1639], [2.2900, -1.2675, 2.3522], [1.9162, 0.0433, 2.9923], [-0.0910, -2.5101, 1.5656], [-0.4508, -1.8945, 0.9101], [-0.7014, -3.2385, 1.5011], [1.5184, 1.5286, -2.9184], [1.8825, 2.3933, -3.0782], [2.2185, 0.8698, -3.0235]],
  "atomic_forces_ev_per_a": [[-0.0683, -0.7592, 0.0285], [0.6878, 0.0644, 1.6893], [-1.0081, 0.1935, -0.6313], [-0.7103, 0.5465, -0.1697], [0.5877, -0.0594, -0.1967], [0.0915, -0.3181, -0.8763], [0.4558, 0.1727, 0.0884], [-0.0939, 0.3342, -0.2817], [-0.0265, -0.3698, 0.1935], [-0.1035, 0.1976, -0.1461], [0.2047, -0.0414, 0.4900], [-0.1440, 0.0273, -0.3181], [-0.0284, 0.0644, -0.1167], [0.1037, 0.2538, -0.3421], [0.2277, 0.3693, 0.3402], [-0.2104, -0.5691, 0.1716], [-0.3324, -0.8792, 0.3059], [0.4175, 0.3295, -0.0934], [-0.0505, 0.4432, -0.1355]],
  "lowdin_charge": [0.000, -0.274, -0.045, 0.051, 0.061, 0.107, 0.046, -0.051, 0.022, 0.022, -0.055, 0.043, 0.052, -0.056, 0.010, 0.025, -0.045, 0.036, 0.050]
}

Record 5
{
  "formula": "C2H12O5",
  "method": "ωB97M-V with the def2-TZVPD basis set",
  "e_tot_ha": -459.55273,
  "smiles": "C=CO.O.O.O.O",
  "homo_lumo_gap_ev": 9.01,
  "lumo_ha": 0.01834,
  "total_charge": 0,
  "species": ["C", "C", "O", "H", "H", "H", "H", "O", "H", "H", "O", "H", "H", "O", "H", "H", "O", "H", "H"],
  "coordinates": [[2.7035, 0.9092, 0.6730], [1.5960, 1.1014, -0.0972], [1.4072, 0.2096, -1.1178], [2.5351, 1.5428, 1.5564], [3.5580, 0.2554, 0.6957], [1.0475, 2.0245, 0.0185], [0.5162, 0.3956, -1.4525], [-1.3991, -0.0702, -2.3068], [-1.8142, 0.2461, -3.1153], [-2.1245, -0.4205, -1.7833], [-1.6325, 1.7652, 0.0254], [-2.4881, 2.1397, -0.2062], [-1.8104, 1.0021, 0.5740], [-1.9388, -1.8985, 0.3030], [-1.8092, -2.6425, -0.2725], [-1.1686, -1.7899, 0.8815], [0.6289, -1.5132, 1.6664], [0.7796, -2.3000, 2.2021], [1.4137, -0.9569, 1.7558]],
  "atomic_forces_ev_per_a": [[-2.3486, 1.9589, 1.3328], [3.5387, -2.2723, -0.1654], [-1.1639, 1.4557, 0.1634], [1.0934, 0.0822, -0.2166], [-0.3485, -0.4968, -0.5283], [-0.8133, -0.4103, -0.0716], [-0.1280, -0.4098, -0.4727], [0.0232, -0.0339, -0.3907], [0.1176, 0.0266, -0.0174], [0.0846, -0.0947, 0.3670], [0.1436, 0.4622, -0.0700], [0.0380, -0.1088, 0.0746], [-0.1409, -0.3104, 0.1372], [-0.6072, 0.8137, 0.4358], [0.4384, -0.4461, -0.1620], [0.2228, -0.1629, -0.4126], [-0.2100, -0.3141, 0.2158], [0.1276, 0.1546, -0.0020], [-0.0677, 0.1064, -0.2172]],
  "lowdin_charge": [-0.022, -0.268, -0.004, 0.048, 0.051, 0.105, 0.055, -0.049, 0.048, 0.022, -0.049, 0.042, 0.028, -0.056, 0.031, -0.002, -0.053, 0.052, 0.021]
}

Record 6
{
  "formula": "C2H13N5",
  "method": "ωB97M-V with the def2-TZVPD basis set",
  "e_tot_ha": -357.69199,
  "smiles": "[H]/N=C\\N.NNN.C",
  "homo_lumo_gap_ev": 9.48,
  "lumo_ha": 0.03520,
  "total_charge": 0,
  "species": ["H", "N", "C", "N", "H", "H", "H", "N", "N", "N", "H", "H", "H", "H", "H", "C", "H", "H", "H", "H"],
  "coordinates": [[1.0409, -2.2720, -1.0383], [1.1649, -1.2605, -1.0435], [1.7706, -0.8000, -0.0310], [2.2210, -1.4793, 1.0521], [1.9088, 0.2741, 0.0095], [1.9698, -2.4494, 1.1604], [2.4643, -0.9818, 1.8896], [-0.1145, 2.0778, -1.2330], [-0.7818, 0.8592, -1.0047], [-2.0979, 0.8470, -1.5706], [-0.1149, 2.3370, -2.2233], [-0.6122, 2.8066, -0.7264], [-0.1374, 0.0685, -1.3198], [-2.6798, 0.2480, -0.9989], [-2.1114, 0.5037, -2.5315], [-0.7675, -0.1566, 1.9205], [-1.7254, 0.1194, 2.3480], [-0.7110, -1.2386, 1.9004], [0.0172, 0.2303, 2.5611], [-0.7035, 0.2665, 0.8795]],
  "atomic_forces_ev_per_a": [[0.0409, 0.0222, 0.1702], [0.0648, -0.3599, -0.6694], [-0.3262, 0.0678, 0.2482], [0.3316, -0.2897, 0.1617], [0.1363, 0.1815, 0.1069], [0.0168, 0.1145, 0.0098], [-0.0067, 0.0310, -0.0562], [0.1447, 0.1472, -0.0615], [0.4727, -0.6418, -0.8472], [0.3571, -0.0616, -0.1138], [-0.0925, -0.0710, 0.2087], [0.0796, -0.1618, -0.1200], [-1.2050, 1.2471, 0.2055], [0.0082, -0.0196, -0.0222], [0.0652, -0.0619, 0.1665], [-0.1594, 0.3671, -0.7177], [-0.1773, 0.0886, 0.1184], [0.0741, -0.2346, -0.0622], [0.1684, 0.0956, 0.0695], [0.0068, -0.4606, 1.2048]],
  "lowdin_charge": [0.051, 0.048, -0.398, 0.091, 0.111, 0.097, 0.089, -0.028, -0.289, -0.014, 0.060, 0.063, 0.061, 0.054, 0.059, -0.070, 0.009, 0.007, 0.006, -0.007]
}

Which ΔE to the lowest compared entry with this formula, charge and spin belongs to each record? In order, 28.4, 25.6, 25.1, 21.9, 25.7, 10.4 kcal per mole.